Molecular formula: C26H27N3O3
Method: DFT, ωB97M-V/def2-TZVPD

As for the SMILES: CCN1C=C(Cc2ccc(OC)cc2)C2=C(C1)[C@@H](c1ccc(OC)cc1)C(C#N)=C(N)O2. As for the charge: 0. The calculation puts the HOMO-LUMO gap at 7.7 eV. The value obtained for the LUMO energy is 0.0230 Eh. The calculation puts the energy relative to the best compared isomer or geometry (same formula, charge and spin) at 2.9803 eV.

Element x y z (Å)
C1 4.615 -0.995 3.752
H1 4.892 -1.650 2.929
H2 5.007 -1.414 4.675
H3 5.071 -0.022 3.585
C2 3.094 -0.853 3.840
N1 2.532 -0.295 2.638
C3 2.215 1.023 2.550
C4 1.865 1.631 1.399
C5 1.814 0.802 0.208
C6 1.931 -0.528 0.272
C7 2.186 -1.223 1.579
H4 3.012 -1.938 1.446
H5 1.294 -1.817 1.869
C8 1.670 -1.400 -0.925
C9 0.238 -1.905 -0.881
C10 -0.811 -1.009 -0.737
C11 -2.126 -1.437 -0.726
C12 -2.415 -2.790 -0.863
C13 -1.364 -3.696 -1.005
C14 -0.057 -3.256 -1.015
H6 0.744 -3.971 -1.137
H7 -1.600 -4.743 -1.112
O1 -3.670 -3.326 -0.870
C15 -4.768 -2.455 -0.770
H8 -5.653 -3.086 -0.838
H9 -4.781 -1.724 -1.584
H10 -4.777 -1.926 0.190
H11 -2.909 -0.703 -0.620
H12 -0.614 0.048 -0.628
C16 1.870 -0.565 -2.174
C17 1.776 0.788 -2.125
N2 1.771 1.598 -3.226
H13 2.052 1.184 -4.099
H14 2.003 2.566 -3.077
O2 1.653 1.490 -0.978
C18 2.091 -1.214 -3.388
N3 2.309 -1.749 -4.384
H15 2.350 -2.261 -0.938
C19 1.285 3.016 1.326
C20 -0.190 2.839 1.058
C21 -1.002 2.270 2.029
C22 -2.327 1.964 1.776
C23 -2.865 2.215 0.520
C24 -2.063 2.803 -0.456
C25 -0.746 3.112 -0.185
H16 -0.137 3.558 -0.958
H17 -2.493 2.999 -1.426
O3 -4.147 1.919 0.143
C26 -5.011 1.359 1.099
H18 -5.960 1.207 0.588
H19 -4.640 0.396 1.467
H20 -5.162 2.033 1.949
H21 -2.921 1.521 2.560
H22 -0.587 2.046 3.001
H23 1.747 3.589 0.521
H24 1.450 3.534 2.272
H25 2.293 1.581 3.473
H26 2.641 -1.834 4.020
H27 2.842 -0.203 4.683

Here are the natural (NBO) charges for atoms 1 to 2, given in e: -0.61 0.21


Molecular formula: C26H27N3O3
Method: DFT, ωB97M-V/def2-TZVPD

As for the SMILES: CC(=O)N1CCN(c2ccc(NC(=O)c3ccc(OCc4ccccc4)cc3)cc2)CC1. As for the charge: 0. The calculation puts the HOMO-LUMO gap at 8.1 eV. The value obtained for the LUMO energy is 0.0209 Eh. The calculation puts the energy relative to the best compared isomer or geometry (same formula, charge and spin) at 0.8734 eV.

Element x y z (Å)
C1 -6.014 -3.926 1.111
C2 -6.457 -2.562 0.625
O1 -7.616 -2.326 0.345
N1 -5.500 -1.603 0.538
C3 -4.078 -1.768 0.723
H1 -3.840 -2.773 1.065
C4 -3.368 -1.480 -0.613
N2 -3.684 -0.165 -1.118
C5 -2.918 0.937 -0.757
C6 -1.888 0.875 0.187
C7 -1.100 1.972 0.472
C8 -1.302 3.181 -0.185
C9 -2.335 3.261 -1.116
C10 -3.119 2.165 -1.401
H2 -3.884 2.261 -2.155
H3 -2.514 4.193 -1.632
N3 -0.542 4.324 0.089
C11 0.758 4.444 0.487
O2 1.172 5.511 0.900
C12 1.640 3.257 0.334
C13 2.589 2.999 1.314
C14 3.477 1.945 1.190
C15 3.441 1.142 0.054
C16 2.504 1.419 -0.947
C17 1.616 2.460 -0.810
H4 0.910 2.667 -1.600
H5 2.502 0.798 -1.829
O3 4.262 0.089 -0.185
C18 5.275 -0.214 0.752
C19 6.107 -1.355 0.228
C20 6.403 -1.442 -1.126
C21 7.185 -2.478 -1.604
C22 7.687 -3.430 -0.733
C23 7.399 -3.346 0.618
C24 6.608 -2.315 1.096
H6 6.382 -2.255 2.152
H7 7.786 -4.087 1.302
H8 8.301 -4.237 -1.106
H9 7.406 -2.540 -2.659
H10 6.007 -0.698 -1.800
H11 5.922 0.666 0.903
H12 4.832 -0.486 1.721
H13 4.192 1.767 1.977
H14 2.625 3.635 2.186
H15 -1.038 5.206 0.045
H16 -0.331 1.891 1.223
H17 -1.692 -0.035 0.732
C25 -5.116 -0.026 -1.292
H18 -5.368 0.970 -1.648
C26 -5.847 -0.291 0.032
H19 -6.928 -0.263 -0.108
H20 -5.552 0.467 0.769
H21 -5.445 -0.758 -2.038
H22 -2.289 -1.596 -0.516
H23 -3.722 -2.205 -1.356
H24 -3.740 -1.048 1.479
H25 -5.548 -3.857 2.091
H26 -5.317 -4.381 0.410
H27 -6.897 -4.555 1.183

Here are the natural (NBO) charges for atoms 1 to 2, given in e: -0.71 0.69


Molecular formula: C26H27N4O4Pt
Method: DFT, ωB97M-V/def2-TZVPD

As for the charge: -1. The calculation puts the HOMO-LUMO gap at 6.7 eV. The value obtained for the LUMO energy is 0.0871 Eh. The calculation puts the energy relative to the best compared isomer or geometry (same formula, charge and spin) at 2.0139 eV.

Element x y z (Å)
Pt1 0.101 -0.127 0.692
C1 3.754 -2.046 1.907
C2 3.865 -1.503 0.507
C3 5.107 -1.154 -0.019
C4 5.214 -0.601 -1.284
C5 4.066 -0.390 -2.037
C6 2.810 -0.740 -1.552
C7 1.580 -0.492 -2.386
C8 2.716 -1.321 -0.276
N1 1.443 -1.607 0.265
C9 1.079 -2.848 0.634
O1 1.735 -3.884 0.559
C10 -0.349 -2.865 1.113
C11 -0.963 -3.874 1.815
C12 -2.296 -3.698 2.174
C13 -2.986 -2.556 1.793
C14 -2.321 -1.602 1.042
N2 -1.036 -1.788 0.733
C15 -2.996 -0.378 0.431
O2 -4.203 -0.235 0.664
N3 -2.155 0.311 -0.323
C16 -2.666 1.203 -1.275
C17 -3.677 0.782 -2.177
C18 -4.152 -0.647 -2.223
C19 -4.230 1.684 -3.078
C20 -3.769 2.989 -3.172
C21 -2.702 3.362 -2.378
C22 -2.138 2.496 -1.443
C23 -0.965 3.021 -0.651
H1 4.664 -1.846 2.473
H2 3.571 -3.122 1.885
H3 2.904 -1.598 2.432
H4 5.999 -1.317 0.577
H5 6.185 -0.329 -1.680
H6 4.144 0.049 -3.025
H7 1.843 -0.019 -3.331
H8 0.866 0.143 -1.858
H9 1.049 -1.425 -2.588
H10 -0.404 -4.763 2.071
H11 -2.803 -4.464 2.749
H12 -4.017 -2.378 2.062
H13 -3.309 -1.335 -2.110
H14 -4.649 -0.845 -3.174
H15 -4.846 -0.858 -1.408
H16 -5.031 1.345 -3.727
H17 -4.221 3.690 -3.864
H18 -2.289 4.363 -2.468
H19 -1.219 3.965 -0.166
H20 -0.104 3.191 -1.307
H21 -0.680 2.326 0.128
N4 1.796 1.118 1.042
C24 1.695 2.381 1.806
C25 0.927 2.148 3.093
C26 -0.566 2.124 2.796
O3 -1.223 3.127 3.067
O4 -0.999 1.040 2.264
H22 2.411 0.479 1.534
H23 2.203 1.283 0.126
H24 1.179 3.117 1.189
H25 2.694 2.771 2.019
H26 1.120 2.952 3.802
H27 1.238 1.196 3.536

Here are the natural (NBO) charges for atoms 1 to 2, given in e: 0.97 -0.65


Molecular formula: C26H27O8
Method: DFT, ωB97M-V/def2-TZVPD

As for the charge: -1. The calculation puts the HOMO-LUMO gap at 4.8 eV. The value obtained for the LUMO energy is 0.0729 Eh.

Element x y z (Å)
C1 -5.065 -0.236 -0.001
C2 -4.042 -1.215 0.537
C3 -4.620 -2.066 1.668
O1 -3.602 -2.131 -0.482
C4 -2.841 -1.595 -1.502
O2 -2.756 -2.177 -2.560
C5 -2.124 -0.339 -1.187
C6 -1.340 0.216 -2.152
C7 -0.706 1.511 -2.068
C8 -1.319 2.620 -1.436
C9 -0.725 3.877 -1.474
C10 0.499 4.063 -2.123
C11 1.094 2.984 -2.782
C12 0.505 1.729 -2.755
C13 -1.955 -0.007 0.253
O3 -1.026 0.642 0.696
O4 -2.891 -0.523 1.098
H1 -4.663 0.376 -0.813
H2 -5.928 -0.805 -0.361
H3 -5.410 0.407 0.814
H4 -3.847 -2.752 2.034
H5 -4.946 -1.416 2.486
H6 -5.472 -2.639 1.286
H7 -1.265 -0.368 -3.068
H8 -2.309 2.478 -1.003
H9 -1.235 4.718 -1.006
H10 0.981 5.040 -2.119
H11 2.024 3.127 -3.321
H12 0.951 0.884 -3.275
C14 0.665 -4.148 1.833
C15 1.018 -3.522 0.509
O5 1.482 -2.188 0.825
C16 1.453 -1.292 -0.178
C17 2.051 0.005 0.183
C18 1.695 0.610 1.463
O6 1.768 1.819 1.718
O7 1.256 -0.257 2.394
C19 0.899 0.433 3.599
C20 0.351 -0.599 4.544
C21 2.957 0.639 -0.706
C22 3.345 1.999 -0.529
C23 4.217 2.620 -1.405
C24 4.769 1.906 -2.478
C25 4.419 0.559 -2.664
C26 3.532 -0.070 -1.801
O8 0.964 -1.531 -1.278
H13 0.304 -5.168 1.699
H14 1.544 -4.177 2.486
H15 -0.129 -3.575 2.328
H16 1.844 -4.050 0.010
H17 0.151 -3.454 -0.164
H18 1.804 0.909 4.005
H19 0.149 1.192 3.346
H20 0.120 -0.114 5.491
H21 -0.579 -1.032 4.170
H22 1.075 -1.394 4.752
H23 2.896 2.530 0.305
H24 4.459 3.671 -1.246
H25 5.463 2.398 -3.160
H26 4.852 -0.008 -3.489
H27 3.236 -1.114 -1.947

Here are the natural (NBO) charges for atoms 1 to 2, given in e: -0.67 0.53


Molecular formula: C26H28AsClIN4OPt
Method: DFT, ωB97M-V/def2-TZVPD

As for the charge: +3. The calculation puts the HOMO-LUMO gap at 2.6 eV. The value obtained for the LUMO energy is -0.4717 Eh. The calculation puts the energy relative to the best compared isomer or geometry (same formula, charge and spin) at 2.6411 eV.

Element x y z (Å)
Pt1 -0.069 0.043 0.440
Cl1 -2.559 2.438 -5.728
C1 -1.808 1.494 -4.534
C2 -1.488 0.166 -4.802
C3 -0.866 -0.623 -3.853
I1 -0.328 -2.623 -4.180
C4 -0.519 -0.125 -2.559
O1 0.100 -0.828 -1.727
C5 -0.910 1.241 -2.263
N1 -0.672 1.692 -1.014
C6 -0.955 2.941 -0.699
C7 -1.522 3.828 -1.619
C8 -1.815 3.382 -2.888
C9 -1.515 2.059 -3.248
H1 -1.724 -0.238 -5.777
H2 -0.718 3.278 0.302
H3 -1.728 4.844 -1.321
H4 -2.274 4.043 -3.606
C10 -1.125 -2.450 4.167
C11 -1.906 -1.201 3.786
As1 -1.876 -0.809 1.839
C12 -2.359 -2.483 0.900
C13 -1.131 -3.243 0.398
C14 -3.422 0.406 1.634
C15 -3.153 1.743 2.315
H5 -1.306 -2.699 5.212
H6 -0.052 -2.304 4.035
H7 -1.444 -3.306 3.570
H8 -1.552 -0.329 4.343
H9 -2.968 -1.339 4.018
H10 -2.995 -2.199 0.055
H11 -2.961 -3.111 1.567
H12 -0.513 -2.613 -0.253
H13 -1.449 -4.109 -0.179
H14 -0.513 -3.596 1.224
H15 -4.304 -0.083 2.067
H16 -3.598 0.542 0.561
H17 -3.207 1.646 3.397
H18 -3.889 2.481 2.005
H19 -2.157 2.109 2.051
C16 4.242 0.514 0.367
C17 2.871 0.469 0.165
N2 2.048 -0.018 1.091
C18 2.532 -0.499 2.230
C19 3.902 -0.517 2.509
C20 4.764 0.030 1.553
C21 4.419 -1.014 3.785
C22 4.203 -2.213 4.338
C23 3.484 -3.317 3.719
C24 3.063 -4.417 4.488
C25 2.368 -5.395 3.792
N3 2.174 -5.307 2.501
C26 2.626 -4.282 1.816
N4 3.234 -3.289 2.417
H20 4.883 0.931 -0.392
H21 2.422 0.835 -0.751
H22 1.816 -0.848 2.966
H23 5.828 0.068 1.748
H24 5.051 -0.313 4.319
H25 4.616 -2.431 5.312
H26 3.268 -4.495 5.541
H27 1.959 -6.269 4.287
H28 2.497 -4.256 0.745

Here are the natural (NBO) charges for atoms 1 to 2, given in e: 0.73 0.29


Molecular formula: C26H28AuN2O6S2
Method: DFT, ωB97M-V/def2-TZVPD

Its spin multiplicity is 3. As for the charge: +1. The calculation puts the HOMO-LUMO gap (alpha / beta) at 7.0 / 4.2 eV. The value obtained for the LUMO energy (alpha / beta) is -0.1469 / -0.2716 Eh. As for the expectation value of S²: 2.03.

Element x y z (Å)
Au1 0.192 -0.573 0.409
O1 -2.946 0.395 1.907
S1 -2.618 -1.014 1.763
O2 -3.221 -1.906 2.685
O3 -1.102 -1.165 1.792
C1 -3.110 -1.420 0.072
C2 -4.137 -0.629 -0.433
C3 -4.616 -0.854 -1.714
C4 -4.079 -1.869 -2.490
C5 -3.051 -2.654 -1.994
C6 -2.566 -2.432 -0.712
S2 -1.116 -3.405 -0.250
O4 -0.925 -4.379 -1.276
O5 -1.225 -3.835 1.101
O6 -0.015 -2.337 -0.470
H1 -4.552 0.143 0.199
H2 -5.415 -0.235 -2.100
H3 -4.462 -2.048 -3.486
H4 -2.608 -3.456 -2.569
C7 -0.090 -0.648 -3.342
C8 1.272 -1.198 -3.019
C9 1.865 -2.124 -3.869
C10 3.125 -2.628 -3.601
C11 3.808 -2.222 -2.464
C12 3.250 -1.306 -1.586
C13 3.974 -0.913 -0.327
C14 1.988 -0.780 -1.893
N1 1.382 0.118 -0.972
C15 1.779 1.384 -0.771
C16 2.674 2.079 -1.742
C17 1.281 1.998 0.386
C18 1.582 3.412 0.761
N2 0.559 1.179 1.192
C19 -0.122 1.576 2.363
C20 -1.301 2.350 2.290
C21 -1.875 2.817 1.005
C22 -1.992 2.685 3.501
C23 -1.562 2.217 4.711
C24 -0.441 1.396 4.753
C25 0.297 1.062 3.582
C26 1.479 0.159 3.678
H5 -0.718 -1.427 -3.772
H6 -0.011 0.153 -4.081
H7 -0.587 -0.250 -2.459
H8 1.321 -2.458 -4.743
H9 3.576 -3.346 -4.273
H10 4.785 -2.634 -2.242
H11 4.888 -1.492 -0.225
H12 3.346 -1.092 0.550
H13 4.249 0.145 -0.334
H14 3.058 1.378 -2.479
H15 3.513 2.549 -1.228
H16 2.129 2.868 -2.264
H17 2.658 3.595 0.742
H18 1.219 3.637 1.761
H19 1.123 4.109 0.057
H20 -1.416 2.339 0.145
H21 -1.759 3.902 0.919
H22 -2.946 2.604 1.004
H23 -2.887 3.290 3.440
H24 -2.094 2.465 5.618
H25 -0.113 0.991 5.703
H26 1.855 0.110 4.698
H27 2.280 0.472 3.010
H28 1.170 -0.850 3.383

Here are the natural (NBO) charges for atoms 1 to 2, given in e: 1.47 -1.00


Molecular formula: C26H28BF5NO5PV
Method: DFT, ωB97M-V/def2-TZVPD

Its spin multiplicity is 3. As for the charge: -1. The calculation puts the HOMO-LUMO gap (alpha / beta) at 8.1 / 8.1 eV. The value obtained for the LUMO energy (alpha / beta) is 0.0995 / 0.0995 Eh. The calculation puts the energy relative to the best compared isomer or geometry (same formula, charge and spin) at 0.5256 eV. As for the expectation value of S²: 2.02.

Element x y z (Å)
V1 0.698 -0.337 0.445
O1 -0.691 -1.901 0.156
C1 -1.353 -2.354 -1.027
C2 -0.358 -2.787 -2.089
N1 0.447 -1.689 -2.534
C3 -0.209 -0.606 -3.206
C4 -0.639 0.594 -2.344
O2 -1.172 1.525 -2.939
O3 -0.420 0.548 -1.083
C5 1.868 -1.778 -2.655
C6 2.666 -0.705 -1.897
O4 3.783 -0.423 -2.294
O5 2.109 -0.179 -0.854
H1 -0.379 -2.656 0.686
H2 -1.940 -1.504 -1.369
H3 -2.034 -3.166 -0.762
H4 -0.943 -3.242 -2.911
H5 0.292 -3.566 -1.683
H6 -1.113 -0.959 -3.718
H7 0.442 -0.202 -3.987
H8 2.211 -1.714 -3.696
H9 2.201 -2.744 -2.271
F1 -1.296 0.280 4.277
B1 -0.241 -0.460 3.752
F2 0.961 0.223 3.885
F3 -0.181 -1.724 4.321
F4 -0.496 -0.636 2.314
F5 0.915 -7.000 0.312
C7 1.206 -5.710 0.631
C8 0.524 -5.098 1.660
C9 0.826 -3.777 1.980
C10 1.800 -3.052 1.271
C11 2.045 -1.615 1.513
C12 2.482 -3.734 0.252
C13 2.193 -5.050 -0.075
H10 -0.226 -5.650 2.210
H11 0.309 -3.292 2.799
H12 3.031 -1.338 1.136
H13 1.974 -1.357 2.569
H14 3.263 -3.212 -0.290
H15 2.726 -5.567 -0.863
C14 0.101 2.913 2.620
P1 -0.173 2.094 1.008
C15 -1.989 2.176 0.859
C16 -2.607 2.579 -0.323
C17 -3.991 2.603 -0.410
C18 -4.770 2.216 0.672
C19 -4.158 1.798 1.844
C20 -2.773 1.777 1.940
C21 0.473 3.350 -0.141
C22 -0.099 4.620 -0.192
C23 0.425 5.594 -1.027
C24 1.534 5.309 -1.813
C25 2.111 4.050 -1.762
C26 1.582 3.071 -0.932
H16 -0.339 3.911 2.631
H17 1.175 2.986 2.788
H18 -0.321 2.313 3.423
H19 -2.011 2.826 -1.191
H20 -4.457 2.911 -1.337
H21 -5.851 2.231 0.597
H22 -4.755 1.478 2.690
H23 -2.315 1.428 2.856
H24 -0.970 4.844 0.413
H25 -0.036 6.574 -1.068
H26 1.941 6.068 -2.470
H27 2.971 3.816 -2.377
H28 2.023 2.082 -0.922

Here are the natural (NBO) charges for atoms 1 to 2, given in e: 1.60 -0.74


no.,maximum force (eV/Å),E (eV)
1,1.225,-38011.689
2,0.613,-38013.796
3,2.433,-44800.977
4,2.102,-43781.973
5,3.076,-120102.248
6,1.075,-68035.088
7,0.611,-88395.831